(P)
The following is a DFT calculation (ωB97M-V with the def2-TZVPD basis set) of a 2-piece molecular cluster, CH2NOS3 overall.

Each line ends with the Löwdin charge.
Geometry (Å):
C -0.44 -2.04 1.11  -1.54
N 0.55 1.97 -0.92  -0.49
O -0.06 -3.20 1.35  -0.17
S -1.97 -1.31 0.94  0.41
S 0.42 -0.60 0.92  0.46
S 1.31 0.96 -1.95  0.45
H 0.14 1.43 -0.24  -0.15
H 0.05 2.79 -1.22  0.02

Calculated values
Highest occupied orbital energy (spin up / spin down) (Ha): -0.1407 / -0.1161
Total charge: -1
Frontier orbital gap (spin up / spin down) (eV): 6.9930 / 5.4900
LUMO energy (spin up / spin down) (hartree): 0.1162 / 0.0857

***

(Q)
The following is a DFT calculation (ωB97M-V with the def2-TZVPD basis set) of an isolated ion of composition CH2NOS3 and charge -1.

Each line ends with the Löwdin charge.
Geometry (Å):
C 0.18 -0.32 0.06  -1.10
N -0.88 0.48 -0.04  -0.81
O -0.63 1.86 0.00  -0.23
S -2.50 0.14 0.13  0.36
S 0.05 -2.04 0.04  0.65
S 1.91 0.52 0.08  0.31
H 1.39 -2.32 -0.26  -0.12
H 0.48 1.67 0.01  -0.06

Calculated values
Highest occupied orbital energy (Ha): -0.1257
Total charge: -1
Frontier orbital gap (eV): 6.5715
LUMO energy (hartree): 0.1158

***

We find (P) to be the most stable, with the next structure 0.0314 hartree higher.